A.
DFT (ωB97M-V/def2-TZVPD) results for a cluster of 2 separate species, C3H9NO2 in total.

Structure (XYZ):
```
15
Properties=species:S:1:pos:R:3:nbo_charge:R:1
C 2.01307 1.23520 1.37114 -0.725
C 0.77747 1.48016 0.61582 0.660
N -0.09613 2.25214 1.30881 -0.813
O 0.57623 1.04707 -0.52869 -0.617
H 2.76268 2.03631 1.35081 0.242
H 2.64946 0.34831 1.02113 0.240
H 1.86113 1.00313 2.37041 0.218
H -0.95866 2.55660 0.89931 0.402
H 0.01823 2.50645 2.26187 0.391
C -1.75449 -2.69198 -1.60926 -0.252
O -1.55284 -1.66554 -2.56020 -0.728
H -2.72283 -2.43233 -1.13445 0.166
H -1.78339 -3.58317 -2.17780 0.167
H -1.08294 -2.87613 -0.79704 0.169
H -0.70699 -1.21623 -2.39188 0.479
```

Values from the calculation:
Net charge   0
Kohn-Sham gap   10.650 eV
SMILES string   CC(N)=O.CO

B.
DFT (ωB97M-V/def2-TZVPD) results for a structure of composition C3H9NO2.

Structure (XYZ):
```
15
Properties=species:S:1:pos:R:3:nbo_charge:R:1
C 0.51618 -1.94753 -0.48479 0.265
C -0.30454 0.76339 0.64846 -0.232
C -0.91704 1.97072 -0.05825 -0.629
N 0.59480 -0.00124 -0.21071 -0.376
O -0.09010 -0.52158 -1.37639 -0.540
O 0.42859 -2.34419 0.82572 -0.672
H 1.12177 -1.90625 1.33977 0.479
H 1.36493 0.58604 -0.53875 0.346
H -0.20097 -2.55883 -1.02440 0.170
H 1.50922 -1.99133 -0.92308 0.168
H -1.08823 0.07797 0.97720 0.199
H 0.27272 1.06832 1.52955 0.188
H -1.63639 2.46828 0.59306 0.210
H -0.14711 2.69347 -0.33382 0.197
H -1.42383 1.64277 -0.96356 0.227
```

Values from the calculation:
Net charge   0
Kohn-Sham gap   9.232 eV

C.
DFT (ωB97M-V/def2-TZVPD) results for a cluster of 2 separate species, C3H9NO2 in total.

Structure (XYZ):
```
15
Properties=species:S:1:pos:R:3:nbo_charge:R:1
C -1.74026 -1.54518 -2.43118 -0.728
C -0.92737 -0.81261 -1.40632 0.789
O -0.39371 0.24837 -1.58463 -0.580
O -1.05317 -1.35132 -0.16679 -0.695
H -2.69209 -1.03192 -2.53553 0.246
H -1.90717 -2.58319 -2.15656 0.231
H -1.24655 -1.52580 -3.40163 0.241
H -0.35436 -0.96598 0.38240 0.497
C 1.05547 1.75597 1.81364 -0.413
N 2.08999 0.71208 1.69083 -0.832
H 0.71755 1.93042 2.83868 0.166
H 0.15928 1.42080 1.29066 0.186
H 1.42885 2.65887 1.34308 0.199
H 2.98107 1.11009 1.96365 0.351
H 1.88247 -0.02059 2.35970 0.344
```

Values from the calculation:
Net charge   0
Kohn-Sham gap   10.265 eV
SMILES string   CC(=O)O.CN

Verdict on stability: C comes out on top.

A.
DFT (ωB97M-V/def2-TZVPD) results for the molecule C8H11NO.

Structure (XYZ):
```
21
Properties=species:S:1:pos:R:3:nbo_charge:R:1
H 2.55153 -1.99846 0.41417 0.338
N 3.10618 -1.15585 0.28836 -0.702
C 2.40574 -0.19737 -0.20735 0.540
O 3.05062 0.97381 -0.25703 -0.693
C 0.92511 -0.07752 -0.18836 -0.113
C 0.17782 -1.13665 -0.55567 -0.122
C -1.29849 -1.12811 -0.52621 -0.283
C -2.00627 -0.76481 0.77124 -0.403
C -1.97969 0.21296 -0.35730 -0.211
C -1.09324 1.43884 -0.33649 -0.391
C 0.27775 1.19555 0.30524 -0.438
H 3.67784 0.89696 0.55429 0.505
H 0.66220 -2.08985 -0.78401 0.210
H -1.78806 -1.87388 -1.15327 0.225
H -2.94413 -1.27842 0.98305 0.222
H -1.37863 -0.58294 1.64516 0.215
H -2.91424 0.33240 -0.90932 0.223
H -0.94626 1.76835 -1.37712 0.210
H -1.59716 2.26367 0.18804 0.214
H 0.17792 1.15117 1.40214 0.212
H 0.93346 2.05013 0.10044 0.243
```

Values from the calculation:
Net charge   0
Kohn-Sham gap   9.416 eV
SMILES string   [H]/N=C(/O)C1=C[C@H]2C[C@H]2CC1

B.
DFT (ωB97M-V/def2-TZVPD) results for a cluster of 2 separate species, C8H11NO in total.

Structure (XYZ):
```
21
Properties=species:S:1:pos:R:3:nbo_charge:R:1
C -3.51744 -0.50121 0.19443 -0.186
C -2.47338 -1.43563 0.21011 -0.217
C -1.20286 -1.13773 -0.13732 -0.201
C -0.85116 0.20991 -0.63203 -0.241
C -1.92366 1.13374 -0.63149 -0.208
C -3.21814 0.77248 -0.24745 -0.217
H -4.49943 -0.78688 0.57926 0.220
H -2.62433 -2.42639 0.60717 0.214
H -0.45263 -1.78615 -0.06683 0.204
H 0.12466 0.47103 -1.10303 0.210
H -1.76073 2.17972 -0.86347 0.213
H -4.00835 1.54057 -0.25649 0.216
C 3.65978 0.65308 0.82952 -0.739
C 3.10874 -0.40723 -0.17561 0.671
N 1.73038 -0.46786 -0.10041 -0.847
O 3.91496 -0.78450 -1.08683 -0.604
H 4.50991 0.37064 1.39501 0.240
H 3.12618 0.94734 1.71655 0.215
H 3.94415 1.50690 0.17930 0.241
H 0.98891 -0.67346 -0.85194 0.413
H 1.42446 0.62163 0.44156 0.406
```

Values from the calculation:
Net charge   0
Kohn-Sham gap   10.053 eV
SMILES string   c1ccccc1.CC(N)=O

Verdict on stability: A comes out on top.

A.
DFT (ωB97M-V/def2-TZVPD) results for a cluster of 2 separate species, C3H12N2O in total.

Structure (XYZ):
```
18
Properties=species:S:1:pos:R:3:nbo_charge:R:1
C 1.26187 0.43282 -1.49617 -0.626
C 1.02349 0.09537 -0.04148 -0.229
N -0.18373 0.77948 0.52067 -0.643
C -1.33759 0.81988 -0.36720 -0.073
N -1.94940 -0.45982 -0.74107 -0.854
H 1.58747 1.46579 -1.59468 0.211
H 0.40537 0.25373 -2.12777 0.202
H 2.06047 -0.17875 -1.92992 0.213
H 0.90579 -0.98328 0.06676 0.167
H 1.81404 0.47293 0.58882 0.192
H -0.50044 0.21655 1.30709 0.366
H -1.20681 1.42068 -1.26454 0.183
H -2.11293 1.35181 0.19252 0.183
H -1.42032 -0.98644 -1.43388 0.349
H -2.01844 -1.04231 0.08585 0.351
O 0.18459 -1.35904 2.59070 -0.934
H 0.39218 -0.63618 3.20790 0.471
H 1.09439 -1.66322 2.43639 0.472
```

Values from the calculation:
Net charge   0
Kohn-Sham gap   9.204 eV
SMILES string   CCNCN.O

B.
DFT (ωB97M-V/def2-TZVPD) results for a structure of composition C3H12N2O.

Structure (XYZ):
```
18
Properties=species:S:1:pos:R:3:nbo_charge:R:1
C -1.45490 -0.92458 -0.42625 -0.254
C -1.70120 0.21530 0.44557 -0.953
N 0.10364 -1.55777 -0.05341 -0.381
O 0.09002 -1.87023 1.34965 -0.617
H -0.58185 -1.18658 1.64649 0.478
H 0.34844 -2.42692 -0.51979 0.368
H -2.12235 -1.77421 -0.27370 0.195
H -1.33363 -0.73255 -1.49285 0.178
H 0.28605 0.89887 0.73830 0.441
H -2.53221 0.11980 1.13788 0.202
H -1.71537 1.17889 -0.06175 0.190
C 1.58214 1.62823 -0.75085 -0.414
N 1.24126 0.69993 0.33330 -0.847
H 1.93354 0.69995 1.07720 0.387
H 0.87211 -0.54269 -0.03333 0.426
H 0.77884 1.60610 -1.48639 0.207
H 2.50654 1.31328 -1.23355 0.199
H 1.69895 2.65517 -0.39650 0.195
```

Values from the calculation:
Net charge   0
Kohn-Sham gap   7.503 eV

Verdict on stability: A comes out on top.

A.
DFT (ωB97M-V/def2-TZVPD) results for a cluster of 2 separate species, C3H12N2O in total.

Structure (XYZ):
```
18
Properties=species:S:1:pos:R:3:nbo_charge:R:1
N -0.25688 -2.88051 0.32598 -0.891
C 0.54060 -1.74453 0.62261 -0.195
C -0.01847 -0.44276 0.02639 -0.410
C -0.17180 -0.45693 -1.48107 -0.225
N -1.33491 -1.22098 -1.93975 -0.858
H -1.08116 -2.84652 -0.24332 0.402
H 0.18393 -3.78036 0.39695 0.366
H 0.69241 -1.56186 1.69180 0.166
H 1.55064 -1.82188 0.18693 0.156
H 0.56972 0.40261 0.37789 0.210
H -1.01286 -0.24546 0.45967 0.196
H -0.20856 0.56173 -1.86733 0.176
H 0.73360 -0.84444 -1.96522 0.184
H -1.10043 -1.73320 -2.77655 0.362
H -2.13416 -0.63332 -2.16264 0.359
O 1.13103 5.74423 2.07639 -0.933
H 1.59448 6.16468 2.81014 0.466
H 0.45552 5.21548 2.53483 0.467
```

Values from the calculation:
Net charge   0
Kohn-Sham gap   9.113 eV
SMILES string   NCCCN.O

B.
DFT (ωB97M-V/def2-TZVPD) results for a cluster of 2 separate species, C3H12N2O in total.

Structure (XYZ):
```
18
Properties=species:S:1:pos:R:3:nbo_charge:R:1
C -1.96914 0.12430 -0.25074 -0.418
N -1.00025 0.93082 0.47476 -0.619
C 0.38255 0.51179 0.20589 -0.237
C 1.36829 1.64924 0.59673 -0.219
N 2.71646 1.20760 0.95016 -0.828
H -1.91359 0.40610 -1.30748 0.191
H -2.97867 0.35943 0.06730 0.199
H -1.73582 -0.95127 -0.22402 0.174
H -1.10968 0.77910 1.47221 0.341
H 0.59776 -0.42428 0.73889 0.158
H 0.49532 0.35346 -0.86793 0.186
H 1.41156 2.31678 -0.26277 0.186
H 0.87266 2.15131 1.42027 0.188
H 2.96560 0.40501 0.38037 0.348
H 2.72584 0.88748 1.91688 0.350
O -0.95423 -3.22884 -1.87425 -0.949
H -0.15087 -3.72707 -1.78708 0.475
H -1.72378 -3.75096 -1.64918 0.476
```

Values from the calculation:
Net charge   0
Kohn-Sham gap   9.518 eV
SMILES string   CNCCN.O

C.
DFT (ωB97M-V/def2-TZVPD) results for a cluster of 2 separate species, C3H12N2O in total.

Structure (XYZ):
```
18
Properties=species:S:1:pos:R:3:nbo_charge:R:1
N -1.96113 -1.71875 1.75774 -0.843
C -1.07024 -0.63184 1.33934 -0.210
C 0.37705 -1.00502 0.95524 -0.411
C 1.28373 0.09635 0.44143 -0.232
N 2.59901 -0.28112 -0.13700 -0.818
H -1.65644 -2.66954 1.34658 0.354
H -2.90328 -1.62403 1.43890 0.362
H -1.49801 -0.20481 0.48408 0.161
H -1.01913 0.28859 1.99359 0.175
H 0.06632 -1.83940 0.11889 0.191
H 0.82477 -1.32734 1.94086 0.205
H 0.64291 0.42159 -0.40610 0.173
H 1.36286 0.88430 1.15785 0.185
H 2.53323 -0.15117 -1.12891 0.358
H 2.66418 -1.23138 0.08344 0.349
O -0.86542 3.06114 -3.36148 -0.930
H -0.35256 3.15629 -4.21185 0.467
H -1.74994 3.04995 -3.68672 0.463
```

Values from the calculation:
Net charge   0
Kohn-Sham gap   9.883 eV
SMILES string   NCCCN.O

Verdict on stability: A comes out on top.

A.
DFT (ωB97M-V/def2-TZVPD) results for a cluster of 3 separate species, C3H12N2O in total.

Structure (XYZ):
```
18
Properties=species:S:1:pos:R:3:nbo_charge:R:1
C 2.60711 -2.45078 0.59235 -0.394
C 1.31542 -2.29159 0.36806 -0.381
H 3.00200 -2.53019 1.60188 0.188
H 3.33044 -2.69994 -0.16823 0.194
H 0.56235 -2.27894 1.14586 0.199
H 0.87666 -2.39504 -0.61494 0.193
N -0.83573 2.28079 1.14025 -0.892
C -1.35810 1.02222 1.56556 0.107
O -0.56327 -0.07073 1.11005 -0.727
H 0.06649 2.30999 0.70202 0.380
H -1.47135 2.95435 0.75362 0.373
H -1.40243 0.91113 2.65867 0.133
H -2.36031 0.87036 1.17068 0.159
H 0.25740 -0.09711 1.61089 0.468
N -1.13356 1.15537 -3.64024 -1.075
H -0.24790 1.64260 -3.66363 0.358
H -0.90235 0.18869 -3.43631 0.357
H -1.74288 1.47882 -2.89654 0.361
```

Values from the calculation:
Net charge   0
Kohn-Sham gap   10.010 eV
SMILES string   C=C.NCO.N

B.
DFT (ωB97M-V/def2-TZVPD) results for a cluster of 2 separate species, C3H12N2O in total.

Structure (XYZ):
```
18
Properties=species:S:1:pos:R:3:nbo_charge:R:1
C -0.04846 1.69581 0.75597 -0.626
C -0.54886 0.49173 -0.09665 -0.051
N 0.52970 -0.52304 -0.20095 -0.848
C -0.98577 0.85564 -1.53223 -0.231
N -2.03247 -0.09145 -2.00813 -0.844
H -0.65209 2.53564 0.36785 0.213
H -0.08786 1.69015 1.84977 0.222
H 1.00778 1.77811 0.61754 0.196
H -1.48136 0.17368 0.41151 0.181
H 0.84906 -0.68171 -1.14463 0.357
H 1.34344 -0.18367 0.30340 0.350
H -0.27958 1.09307 -2.33168 0.194
H -1.48288 1.81264 -1.34611 0.173
H -2.10070 -0.83399 -1.31727 0.352
H -1.88102 -0.66792 -2.83558 0.361
O 2.45811 -3.20319 3.18783 -0.927
H 2.23709 -3.38986 2.27402 0.465
H 3.15586 -2.55164 3.04534 0.461
```

Values from the calculation:
Net charge   0
Kohn-Sham gap   9.673 eV
SMILES string   C[C@H](N)CN.O

Verdict on stability: B comes out on top.